Entry 1:
98
Properties=species:S:1:pos:R:3 method="wB97M-V/def2-TZVPD" charge=0 multiplicity=1 homo_ev=-8.509 lumo_ha=0.022
H 4.791 -1.177 1.435
N 3.951 -1.754 1.539
C 2.927 -1.040 1.292
N 3.105 0.385 0.966
N 1.560 -1.511 1.336
C 1.291 -2.577 0.356
C -0.212 -3.008 0.557
C -1.110 -1.754 0.197
C -1.980 -1.205 1.378
N -3.411 -1.634 1.341
S -4.310 -0.794 0.164
O -3.505 -0.038 -0.814
O -5.152 -1.772 -0.568
F -5.328 0.286 0.888
H 2.587 0.490 0.073
H 2.505 0.863 1.652
H 1.265 -1.762 2.276
H 1.365 -2.152 -0.676
H 1.969 -3.461 0.459
H -0.511 -3.828 -0.136
H -0.441 -3.333 1.607
H -1.760 -1.969 -0.686
H -0.430 -0.931 -0.140
H -1.560 -1.644 2.321
H -1.880 -0.097 1.511
H -3.803 -1.305 2.243
C -5.866 3.108 0.113
N -4.559 3.674 0.381
C -4.238 4.971 0.630
C -5.356 5.981 0.638
O -3.076 5.288 0.838
H -6.077 2.356 0.871
H -5.842 2.628 -0.867
H -6.649 3.862 0.126
H -3.763 3.055 0.390
H -4.946 6.966 0.851
H -5.845 6.012 -0.337
H -6.082 5.734 1.415
C 4.281 2.867 -4.632
N 3.991 1.858 -3.629
C 3.318 2.003 -2.460
C 2.786 3.370 -2.120
O 3.158 1.040 -1.721
H 3.841 2.553 -5.578
H 5.364 2.938 -4.749
H 3.885 3.841 -4.358
H 4.316 0.917 -3.789
H 2.275 3.326 -1.160
H 3.607 4.085 -2.042
H 2.073 3.697 -2.878
C -0.075 1.156 -8.275
N 1.227 1.733 -8.003
C 1.538 3.034 -7.761
C 0.415 4.038 -7.767
O 2.698 3.359 -7.547
H -0.291 0.405 -7.513
H -0.045 0.670 -9.252
H -0.860 1.906 -8.271
H 2.028 1.121 -7.984
H 0.818 5.026 -7.559
H -0.067 4.059 -8.745
H -0.315 3.791 -6.994
C -6.692 -1.087 6.721
N -5.755 -0.628 5.715
C -5.979 -0.414 4.393
C -7.363 -0.673 3.862
O -5.069 -0.021 3.673
H -6.762 -0.330 7.505
H -6.312 -2.013 7.157
H -7.680 -1.265 6.306
H -4.807 -0.433 5.997
H -7.383 -0.458 2.796
H -7.633 -1.720 4.008
H -8.086 -0.025 4.360
C 6.718 2.454 4.614
N 5.334 2.640 4.230
C 4.373 1.693 4.057
C 4.757 0.255 4.284
O 3.244 2.022 3.728
H 6.903 3.007 5.537
H 7.357 2.858 3.826
H 6.959 1.407 4.769
H 5.005 3.578 4.060
H 3.891 -0.379 4.108
H 5.546 -0.039 3.591
H 5.088 0.111 5.314
C 3.306 -8.491 0.685
N 2.140 -7.806 0.164
C 2.062 -6.970 -0.906
C 3.326 -6.694 -1.676
O 0.991 -6.470 -1.215
H 3.120 -9.567 0.663
H 3.461 -8.181 1.721
H 4.199 -8.270 0.108
H 1.256 -7.944 0.629
H 3.104 -6.014 -2.495
H 4.068 -6.224 -1.027
H 3.724 -7.620 -2.093

Entry 2:
88
Properties=species:S:1:pos:R:3 method="wB97M-V/def2-TZVPD" charge=+3 multiplicity=1 homo_ev="-16.161 / -15.790" lumo_ha="-0.483 / -0.474"
Ga 0.499 -0.806 0.831
P 0.704 0.547 2.892
P 3.011 0.683 -0.223
P 2.133 -2.289 1.635
H -3.560 -5.468 -1.016
C -3.217 -6.070 -0.151
C -3.384 -5.491 1.055
H -3.675 -4.427 1.068
C -0.563 1.825 2.964
C 2.246 1.395 3.374
C 0.288 -0.577 4.282
C 3.491 0.042 -1.880
C 2.804 2.474 -0.606
C 4.676 0.733 0.576
C 1.100 -3.613 2.347
C 3.433 -2.010 2.888
C 3.026 -3.032 0.241
H -2.828 -7.074 -0.363
H -3.308 -6.023 2.003
H -1.496 1.441 2.550
H -0.252 2.693 2.382
H -0.727 2.135 4.000
H 2.474 2.163 2.625
H 3.095 0.705 3.439
H 2.128 1.885 4.352
H -0.498 -1.278 3.970
H -0.099 0.024 5.116
H 1.160 -1.147 4.628
H 4.389 0.562 -2.244
H 2.664 0.204 -2.584
H 3.697 -1.034 -1.800
H 3.763 2.918 -0.910
H 2.451 2.971 0.309
H 2.068 2.625 -1.410
H 5.396 1.270 -0.061
H 5.037 -0.290 0.745
H 4.582 1.249 1.541
H 1.722 -4.514 2.433
H 0.234 -3.806 1.700
H 0.751 -3.288 3.336
H 3.953 -2.963 3.075
H 3.001 -1.657 3.833
H 4.162 -1.278 2.515
H 3.159 -4.103 0.442
H 4.007 -2.548 0.145
H 2.464 -2.899 -0.690
C -2.030 -2.554 -0.189
C -0.988 -3.272 -0.808
C -1.184 -3.911 -2.034
C -2.443 -3.888 -2.626
C -3.474 -3.155 -2.044
C -3.288 -2.519 -0.814
S -1.824 -1.658 1.261
H 0.229 -1.085 -0.731
H 0.001 -3.301 -0.356
H -0.347 -4.437 -2.508
H -2.616 -4.499 -3.515
H -4.451 -3.100 -2.510
H -4.089 -2.005 -0.307
C -1.964 4.608 0.348
N -1.151 4.225 -0.816
C 0.121 4.972 -0.803
P -1.096 2.569 -1.128
O -0.428 1.642 -0.183
N -2.735 2.236 -1.162
C -3.114 0.833 -1.046
C -3.650 3.010 -1.990
N -0.377 2.566 -2.635
C 0.121 1.306 -3.210
C -0.826 3.531 -3.632
H -2.159 5.687 0.291
H -1.438 4.407 1.295
H -2.918 4.081 0.340
H 0.691 4.855 -1.736
H -0.120 6.038 -0.677
H 0.757 4.677 0.051
H -2.618 0.367 -0.193
H -4.193 0.787 -0.900
H -2.856 0.265 -1.949
H -4.653 2.839 -1.585
H -3.437 4.084 -1.954
H -3.657 2.652 -3.031
H 0.669 0.717 -2.463
H -0.676 0.679 -3.652
H 0.825 1.557 -4.017
H -0.799 4.544 -3.220
H -0.150 3.473 -4.494
H -1.829 3.314 -4.022

Number 1: E_tot -69577.2650 eV, largest force on an atom 0.11272 hartree/bohr. Number 2: E_tot -131601.5537 eV, largest force on an atom 0.04273 hartree/bohr.